Record 1
DFT (the ωB97M-V functional and the def2-TZVPD basis) results for 2 unconnected molecules or ions with the total composition C31H62B2FN6O2.

Computed properties:
HOMO-LUMO gap: 6.7 eV
Strongest force on any atom: 0.023 Eh/bohr
Total charge: +1
Lowest unoccupied orbital energy: -3.12 eV

```
104
Properties=species:S:1:pos:R:3:lowdin_charge:R:1
C -2.72040 4.55402 3.33000 -0.0958
C -2.61544 3.24946 2.52647 -0.2519
C -1.39885 2.43771 2.95764 -0.1889
C -1.49693 0.92959 2.63480 -0.0875
C -0.21553 0.22648 2.22734 -0.2291
C -0.47732 -1.32205 2.37409 -0.0360
C -1.56775 -1.92653 1.53835 -0.2061
C -2.88612 -2.02360 2.00639 -0.0481
C -3.88109 -2.60215 1.23082 -0.0580
C -3.57487 -3.10604 -0.03794 -0.0305
C -2.27223 -3.03810 -0.52962 -0.2671
C -1.88530 -3.57264 -1.88059 -0.0299
C -1.28567 -2.46438 0.27339 -0.0230
N 0.91846 0.40854 3.20712 0.2038
B 0.82688 0.70393 4.69177 -0.6370
N 0.31599 -0.27891 5.62981 0.1913
O 1.23770 1.92402 5.10099 0.2357
C 2.06180 0.21208 2.65416 0.0572
B 3.53067 0.21647 3.27294 -0.5477
O 4.06556 1.45693 3.45602 0.2102
N 4.09946 -1.05616 3.56766 -0.0871
C 5.57079 -1.10810 3.53989 -0.0413
C 3.54057 -1.68930 4.77175 -0.0351
C 1.90295 -0.03254 1.15052 -0.1811
N 2.10046 -1.37112 0.65606 0.0275
C 3.18185 -1.43630 -0.34694 -0.2117
C 3.47809 -2.86941 -0.74705 -0.2247
C 4.31315 -3.58821 0.32550 -0.0918
C 0.52579 0.64259 0.95377 -0.3051
F 0.88850 2.00310 1.07361 0.0338
C -0.10195 0.52764 -0.40700 -0.0750
C -1.40546 1.32241 -0.61219 -0.1594
C -2.64703 0.46171 -0.81591 -0.1884
C -3.92246 1.30405 -0.99448 -0.2439
N -5.02782 0.75697 -0.18132 0.0034
H -1.73165 4.94679 3.54634 0.0736
H -3.21627 5.30386 2.71946 0.0713
H -3.30861 4.42694 4.23160 0.0741
H -2.53880 3.54233 1.48228 0.0944
H -3.53677 2.67739 2.62193 0.1123
H -1.32880 2.54579 4.04067 0.1075
H -0.50817 2.91212 2.55523 0.1114
H -2.25766 0.78006 1.87924 0.1109
H -1.88283 0.43886 3.52527 0.1237
H 0.43507 -1.89101 2.24618 0.1138
H -0.75659 -1.44146 3.41821 0.1190
H -3.10089 -1.64556 2.99582 0.1106
H -4.87745 -2.66219 1.63685 0.1063
H -4.35816 -3.56146 -0.62567 0.1114
H -1.01782 -4.21513 -1.75278 0.0825
H -2.68940 -4.12799 -2.34438 0.0797
H -1.55679 -2.75765 -2.52203 0.0675
H -0.26780 -2.41777 -0.09189 0.1023
H -0.57851 0.03277 6.00219 0.0976
H 0.93224 -0.26625 6.43942 0.0910
H 1.75308 2.37163 4.41287 0.1241
H 4.99781 1.54686 3.23123 0.1191
H 6.00944 -0.30795 2.95208 0.0864
H 5.98716 -1.13376 4.54379 0.0981
H 5.87579 -2.03922 3.06597 0.0869
H 3.60501 -1.04178 5.64732 0.1021
H 2.48770 -1.92487 4.61383 0.0863
H 4.03355 -2.63569 4.95407 0.0994
H 2.61031 0.65719 0.68091 0.1690
H 2.32021 -2.00708 1.41414 0.1083
H 4.10110 -1.01019 0.06933 0.1141
H 2.87473 -0.81536 -1.18499 0.1168
H 4.06901 -2.81827 -1.65805 0.1100
H 2.56299 -3.41622 -0.94831 0.1068
H 4.87281 -4.40399 -0.11538 0.0745
H 3.65230 -3.97609 1.09657 0.0691
H 5.00945 -2.90034 0.79523 0.0563
H -0.25301 -0.49449 -0.73280 0.0950
H 0.62947 0.95614 -1.08991 0.1175
H -1.28493 1.88591 -1.53705 0.1108
H -1.55440 2.06449 0.16531 0.0892
H -2.81422 -0.21495 0.01579 0.0722
H -2.46516 -0.15379 -1.69732 0.1001
H -4.20675 1.24658 -2.04247 0.1041
H -3.75893 2.33285 -0.69198 0.1038
H -5.51716 1.48477 0.31341 0.0557
H -5.67317 0.22503 -0.74153 0.0635
C 0.64098 1.74326 -7.97421 -0.0866
C 0.76448 0.94616 -6.68517 -0.2722
N 0.29757 1.66960 -5.51532 -0.1968
C 0.65110 1.02930 -4.26650 -0.2519
C 0.04443 -0.34665 -3.95611 -0.0830
C -1.05631 2.19226 -5.59311 -0.2421
C -2.20186 1.19833 -5.83269 -0.0769
H 1.16537 2.69596 -7.89532 0.0816
H 1.08147 1.17947 -8.79672 0.0752
H -0.39816 1.94067 -8.23861 0.0658
H 1.82153 0.71375 -6.52999 0.1175
H 0.25082 -0.01944 -6.81678 0.1018
H 0.41014 1.71727 -3.44835 0.0984
H 1.74213 0.93151 -4.24502 0.1110
H -1.00298 -0.26832 -3.66336 0.0431
H 0.57981 -0.80037 -3.11655 0.0551
H 0.11890 -1.03363 -4.79869 0.0727
H -1.08242 2.94017 -6.38802 0.1024
H -1.25529 2.75609 -4.67755 0.1114
H -1.95584 0.46298 -6.59944 0.0692
H -3.08868 1.73650 -6.17205 0.0740
H -2.48219 0.66519 -4.92427 0.0480
```

Record 2
DFT (the ωB97M-V functional and the def2-TZVPD basis) results for a single C2H2Cl2O2 molecule.

Computed properties:
HOMO-LUMO gap: 11.7 eV
SMILES: O=C(O)C(Cl)Cl
Strongest force on any atom: 0.033 Eh/bohr
Total charge: 0
Lowest unoccupied orbital energy: 0.52 eV
Energy above the lowest of the compared OMol25 structures with the same formula, charge and spin: 0.6426 eV

```
8
Properties=species:S:1:pos:R:3:nbo_charge:R:1
C 0.63404 -0.09103 0.20813 0.7382
C -0.67317 0.50749 -0.16883 -0.3201
H 1.28071 -1.70902 0.67060 0.5021
H -1.41493 0.18263 0.54566 0.2487
O 0.37220 -1.35475 0.55657 -0.6629
O 1.73048 0.36647 0.16720 -0.5387
Cl -0.68783 2.26978 -0.25699 0.0253
Cl -1.24149 -0.17156 -1.72235 0.0074
```

Record 3
DFT (the ωB97M-V functional and the def2-TZVPD basis) results for 2 unconnected molecules or ions with the total composition C4H13N2O2.

Computed properties:
HOMO-LUMO gap: 9.9 eV
Strongest force on any atom: 0.012 Eh/bohr
Total charge: +1
Lowest unoccupied orbital energy: -3.79 eV
Energy above the lowest of the compared OMol25 structures with the same formula, charge and spin: 1.8643 eV

```
21
Properties=species:S:1:pos:R:3:nbo_charge:R:1
N -1.83775 0.36208 0.00099 -0.6741
C -1.72034 -0.25825 -1.37333 -0.2219
C -0.30270 -0.08682 -1.89907 -0.2415
N -0.16224 -0.88288 -3.11351 -0.8018
H -1.20170 -0.11747 0.64752 0.4484
H -1.59092 1.35210 -0.02686 0.4438
H -2.78344 0.24618 0.37603 0.4498
H -1.93742 -1.32036 -1.27706 0.2265
H -2.47376 0.20330 -2.00620 0.2407
H -0.08093 0.95959 -2.10407 0.2117
H 0.38535 -0.40583 -1.09634 0.1694
H 0.74300 -0.66552 -3.51078 0.3816
H -0.10700 -1.86031 -2.85729 0.3621
O 2.45991 0.24954 3.77332 -0.5419
C 2.10260 0.36570 2.64358 0.7861
O 2.91554 0.73866 1.63979 -0.6829
C 0.70635 0.11361 2.13445 -0.7469
H 3.77955 0.84331 2.04875 0.5082
H 0.48848 0.88173 1.39222 0.2014
H -0.01878 0.15236 2.94308 0.2499
H 0.63619 -0.87071 1.66478 0.2314
```

Record 4
DFT (the ωB97M-V functional and the def2-TZVPD basis) results for a molecular structure, C49H38Br2N5O6PS2SiSn.

Computed properties:
HOMO-LUMO gap: 7.1 eV
Strongest force on any atom: 0.054 Eh/bohr
Total charge: 0
Lowest unoccupied orbital energy: -0.06 eV
Energy above the lowest of the compared OMol25 structures with the same formula, charge and spin: 2.1072 eV

```
105
Properties=species:S:1:pos:R:3:lowdin_charge:R:1
Sn -0.16516 -0.35772 -0.45809 1.3921
N -2.24266 0.87008 8.43071 0.1110
C -1.90066 0.78098 7.11301 -0.3199
C -0.56996 0.55258 6.73611 -0.0132
C -0.20466 0.55018 5.40741 -0.0621
C -1.16856 0.75338 4.43121 -0.2878
C -2.48636 0.98318 4.78451 -0.0766
C -2.85926 0.98188 6.11411 -0.0141
S -0.51016 0.88448 2.77771 0.7327
O 0.29304 -0.43042 2.68751 -0.4364
O 0.20724 2.10468 2.80971 -0.2238
N -1.49366 0.64508 1.57621 -0.1668
C -2.53346 1.41478 1.25521 -0.4793
N -3.04826 2.27598 2.14031 0.1236
C -4.10826 2.96458 1.76411 -0.1223
C -4.69266 2.81758 0.51721 -0.0441
C -4.10316 1.87498 -0.31559 -0.1185
N -3.04116 1.18188 0.03291 0.1447
H -1.58286 0.56348 9.12301 0.0965
H -3.21576 0.85488 8.67841 0.0964
H 0.16694 0.38708 7.50601 0.1114
H 0.82034 0.41218 5.09581 0.1237
H -3.19776 1.19958 4.00501 0.0863
H -3.89126 1.14798 6.38931 0.1116
H -4.50406 3.64428 2.51021 0.1122
H -5.56286 3.37858 0.22341 0.0957
H -4.50096 1.65778 -1.30019 0.1165
O 2.57104 0.69718 2.63161 -0.2669
S 2.26394 0.51088 1.24891 0.4438
O 1.14944 1.28708 0.68181 -0.4805
O 2.10184 -0.88052 0.81881 -0.4514
C 3.68834 1.06528 0.31321 -0.2388
C 4.77794 1.64818 0.93261 -0.0388
C 5.87914 2.01738 0.17551 -0.0616
C 5.89694 1.76528 -1.18799 -0.0670
C 4.80684 1.17708 -1.80149 -0.0801
C 3.67844 0.84728 -1.05319 -0.3213
P 2.20004 0.15068 -1.87029 1.0827
C 2.97224 -1.30572 -2.65739 -0.3254
C 3.35904 -2.32152 -1.78439 -0.0807
C 3.87534 -3.50282 -2.28339 -0.0794
C 3.99494 -3.68562 -3.65209 -0.0811
C 3.63314 -2.66712 -4.51769 -0.0777
C 3.12614 -1.47652 -4.02579 -0.0794
C 1.90584 1.35118 -3.22039 -0.3450
C 0.99684 0.95378 -4.20219 -0.1234
C 0.55734 1.84828 -5.15999 -0.0658
C 1.00484 3.16098 -5.13889 -0.0786
C 1.88834 3.56958 -4.15499 -0.0790
C 2.34104 2.67308 -3.20009 -0.0802
H 4.74514 1.81028 1.99991 0.1141
H 6.72134 2.50318 0.64631 0.1062
H 6.76644 2.03068 -1.77039 0.1059
H 4.81894 0.98528 -2.86449 0.1162
H 3.22594 -2.18012 -0.71959 0.0925
H 4.17794 -4.28442 -1.60219 0.0996
H 4.35784 -4.62382 -4.04599 0.1020
H 3.73604 -2.79912 -5.58399 0.1030
H 2.84454 -0.68552 -4.70479 0.0948
H 0.61324 -0.05712 -4.17869 0.1057
H -0.13616 1.52238 -5.92209 0.1130
H 0.65554 3.86748 -5.87699 0.1040
H 2.22574 4.59638 -4.13419 0.1041
H 3.02284 3.01248 -2.43329 0.1046
Br -3.13026 -2.53002 -4.00699 0.7948
C -2.89256 -0.67312 -3.86499 -0.6112
C -3.70726 0.21208 -4.55529 -0.1645
C -3.52956 1.56138 -4.36119 -0.6377
Br -4.62096 2.77478 -5.33809 0.7494
C -2.58826 2.05628 -3.43709 -0.2148
C -2.42746 3.41288 -3.08579 -0.0247
C -1.54006 3.75758 -2.09909 -0.0238
C -0.77946 2.75718 -1.47749 -0.1084
N -0.89276 1.49548 -1.81339 0.0126
C -1.76796 1.11868 -2.75679 -0.2016
C -1.86506 -0.28502 -3.01169 -0.4935
O -1.07536 -1.13162 -2.47029 -0.2718
H -4.46626 -0.16132 -5.22979 0.1000
H -3.02896 4.16728 -3.57549 0.0806
H -1.43156 4.78598 -1.78699 0.1107
H -0.08316 2.96988 -0.67219 0.1199
C 2.69494 -5.25692 1.11181 -0.0829
C 1.78494 -4.66292 0.25331 -0.0892
C 0.99434 -3.61652 0.68871 -0.1304
C 1.03574 -3.18372 2.01371 -0.2500
C 1.99684 -3.75392 2.84611 -0.0955
C 2.83034 -4.76452 2.39891 -0.0807
Si -0.24066 -2.00742 2.76621 0.6858
C -2.00226 -2.18022 2.03941 -0.2538
C -2.27646 -2.80382 0.81791 -0.1198
C -3.50846 -2.67002 0.19681 -0.0723
C -4.50156 -1.90722 0.78311 -0.0792
C -4.28316 -1.35782 2.03471 -0.0847
C -3.05856 -1.51102 2.65911 -0.1202
H 3.29284 -6.09342 0.77791 0.1032
H 1.67624 -5.01782 -0.76009 0.1075
H 0.35104 -3.11072 -0.03299 0.0549
H 2.09074 -3.40332 3.86311 0.0990
H 3.57414 -5.18652 3.05981 0.1021
H -0.31386 -2.19662 4.22821 0.0425
H -1.53986 -3.44922 0.35531 0.0857
H -3.68726 -3.16652 -0.74549 0.0912
H -5.44726 -1.76612 0.28141 0.1054
H -5.07176 -0.80662 2.52651 0.1054
H -2.91246 -1.09022 3.64211 0.0811
```

Q: Among the records above, which one has the lowest HOMO-LUMO gap?
A: C31H62B2FN6O2

Q: Look up the total charge of the fourth one.
A: 0

Q: Which of these has the highest strongest force on any atom?
A: C49H38Br2N5O6PS2SiSn